{
  "formula": "C26H82N2O14",
  "method": "ωB97M-V/def2-TZVPD",
  "total_charge": 0,
  "e_above_lowest_ev": 3.414,
  "homo_energy_ha": -0.3255,
  "gap_ev": 9.069,
  "lumo_energy_ha": 0.0078,
  "elements": ["C", "C", "O", "H", "H", "H", "H", "H", "H", "C", "C", "O", "H", "H", "H", "H", "H", "H", "C", "C", "O", "H", "H", "H", "H", "H", "H", "C", "C", "O", "H", "H", "H", "H", "H", "H", "C", "C", "O", "H", "H", "H", "H", "H", "H", "C", "C", "O", "H", "H", "H", "H", "H", "H", "C", "C", "O", "H", "H", "H", "H", "H", "H", "C", "C", "O", "H", "H", "H", "H", "H", "H", "C", "C", "O", "H", "H", "H", "H", "H", "H", "O", "H", "H", "O", "H", "H", "O", "H", "H", "C", "C", "C", "O", "C", "N", "H", "H", "H", "H", "H", "H", "H", "H", "H", "H", "H", "C", "C", "C", "O", "C", "N", "H", "H", "H", "H", "H", "H", "H", "H", "H", "H", "H"],
  "coordinates": [[1.368, 3.432, -5.166], [2.803, 3.831, -4.738], [2.753, 5.031, -4.097], [0.765, 3.306, -4.267], [1.489, 2.577, -5.831], [0.869, 4.246, -5.692], [3.473, 3.977, -5.586], [3.216, 3.065, -4.081], [2.865, 5.721, -4.755], [-3.708, 3.200, -6.095], [-2.533, 3.315, -5.143], [-2.769, 2.513, -4.011], [-3.548, 4.016, -6.801], [-4.661, 3.520, -5.674], [-3.879, 2.220, -6.540], [-2.474, 4.357, -4.831], [-1.550, 3.033, -5.521], [-2.481, 3.130, -3.335], [-1.806, -4.243, -1.047], [-2.351, -4.573, 0.405], [-3.501, -3.753, 0.563], [-1.341, -3.265, -1.171], [-2.580, -4.264, -1.814], [-0.993, -4.962, -1.150], [-1.581, -4.325, 1.135], [-2.674, -5.598, 0.589], [-3.274, -2.937, 0.111], [-2.636, -0.776, 4.656], [-3.609, -1.383, 3.593], [-2.740, -2.156, 2.797], [-3.211, -0.004, 5.167], [-1.845, -0.162, 4.226], [-2.040, -1.430, 5.292], [-4.049, -0.583, 2.998], [-4.412, -1.978, 4.029], [-3.179, -2.786, 2.221], [6.181, 2.681, -0.510], [5.200, 3.728, 0.093], [4.179, 2.987, 0.738], [6.818, 2.385, 0.323], [6.725, 3.351, -1.176], [5.929, 1.752, -1.021], [4.775, 4.461, -0.593], [5.772, 4.359, 0.774], [3.429, 3.552, 0.934], [3.522, 0.290, 3.695], [4.588, -0.025, 2.672], [5.451, 1.078, 2.685], [3.261, 1.348, 3.690], [4.007, 0.141, 4.660], [2.607, -0.294, 3.592], [4.196, -0.135, 1.661], [5.058, -0.959, 2.981], [5.046, 1.836, 2.257], [-5.462, -0.400, -0.128], [-4.932, -1.416, -1.199], [-3.553, -1.480, -1.036], [-5.449, -0.790, 0.890], [-6.473, -0.143, -0.443], [-4.969, 0.567, -0.229], [-5.160, -0.963, -2.164], [-5.514, -2.330, -1.085], [-3.189, -1.264, -1.898], [-3.820, 3.277, 1.437], [-2.992, 2.495, 0.494], [-1.744, 3.008, 0.492], [-4.880, 3.044, 1.346], [-3.645, 4.341, 1.272], [-3.541, 3.059, 2.468], [-3.320, 2.612, -0.539], [-2.953, 1.483, 0.898], [-1.260, 2.402, -0.074], [-3.412, -1.143, -5.219], [-2.108, -0.912, -4.449], [-2.466, -0.249, -3.283], [-4.121, -1.877, -4.836], [-3.278, -1.479, -6.247], [-3.977, -0.214, -5.302], [-1.345, -0.366, -5.004], [-1.662, -1.848, -4.115], [-2.690, 0.649, -3.536], [2.163, 4.598, 1.115], [1.634, 4.816, 0.348], [1.524, 4.429, 1.808], [1.122, 5.062, -1.988], [1.250, 5.945, -1.641], [1.813, 4.959, -2.643], [3.427, -1.943, -0.378], [3.575, -2.724, 0.155], [2.494, -1.755, -0.274], [3.684, -6.621, 3.509], [2.967, -5.307, 3.381], [1.934, -5.145, 4.606], [1.564, -3.694, 4.903], [0.409, -3.561, 5.678], [4.026, -4.308, 3.474], [4.403, -6.729, 2.697], [3.022, -7.476, 3.371], [4.262, -6.583, 4.432], [2.566, -5.256, 2.369], [2.433, -5.435, 5.530], [1.046, -5.776, 4.560], [-0.259, -4.422, 5.663], [-0.131, -2.632, 5.492], [0.626, -3.456, 6.741], [4.536, -4.483, 4.328], [3.497, -3.503, 3.779], [1.508, 1.744, -0.426], [0.374, 0.750, -0.766], [-0.140, -0.067, 0.522], [0.894, -1.006, 0.899], [0.662, -1.923, 2.043], [-0.687, 1.421, -1.496], [2.480, 1.340, -0.140], [1.192, 2.392, 0.391], [1.765, 2.416, -1.245], [0.693, 0.027, -1.516], [-0.999, -0.672, 0.230], [-0.369, 0.733, 1.226], [-0.128, -2.672, 2.090], [0.512, -1.232, 2.872], [1.491, -2.631, 2.014], [-0.436, 1.730, -2.424], [-1.406, 0.739, -1.693]]
}

{
  "formula": "C3H5NO2",
  "method": "ωB97M-V/def2-TZVPD",
  "total_charge": 0,
  "e_above_lowest_ev": 4.857,
  "homo_energy_ha": [-0.3235, -0.3138],
  "gap_ev": [8.422, 8.117],
  "lumo_energy_ha": [-0.0140, -0.0155],
  "elements": ["O", "C", "C", "O", "C", "N", "H", "H", "H", "H", "H"],
  "coordinates": [[-0.508, -1.853, 0.806], [0.174, -1.130, -0.099], [-1.158, 0.700, -0.020], [-0.018, 1.017, 0.726], [0.844, 0.173, 0.085], [1.917, 0.472, -0.519], [-1.199, -1.276, 1.154], [0.813, -1.816, -0.687], [-1.179, 1.159, -1.010], [-2.053, 0.959, 0.576], [2.076, 1.476, -0.442]]
}

{
  "formula": "C31H39GeHfN3PS2Se2Si",
  "method": "ωB97M-V/def2-TZVPD",
  "total_charge": 1,
  "homo_energy_ha": -0.4063,
  "gap_ev": 8.156,
  "lumo_energy_ha": -0.1066,
  "elements": ["Hf", "C", "Si", "C", "C", "C", "C", "C", "C", "N", "C", "S", "H", "H", "H", "H", "H", "H", "H", "H", "H", "H", "H", "H", "Se", "P", "Se", "C", "C", "C", "C", "C", "C", "C", "C", "C", "C", "C", "C", "H", "H", "H", "H", "H", "H", "H", "H", "H", "H", "C", "Ge", "C", "C", "C", "H", "H", "H", "H", "H", "H", "H", "H", "H", "H", "H", "N", "C", "N", "C", "C", "C", "C", "C", "C", "S", "H", "H", "H", "H", "H", "H"],
  "coordinates": [[-0.464, -0.097, -0.649], [-1.932, 6.714, -2.845], [-2.207, 4.836, -2.789], [-3.864, 4.460, -1.915], [-2.056, 4.094, -4.533], [-0.803, 4.107, -1.714], [0.218, 4.876, -1.188], [1.224, 4.300, -0.415], [1.165, 2.949, -0.180], [0.203, 2.164, -0.683], [-0.753, 2.735, -1.444], [-1.900, 1.613, -2.094], [-2.701, 7.180, -3.450], [-0.976, 6.973, -3.289], [-1.979, 7.167, -1.860], [-4.656, 5.078, -2.323], [-3.809, 4.663, -0.848], [-4.162, 3.424, -2.042], [-2.772, 4.551, -5.207], [-2.237, 3.024, -4.537], [-1.065, 4.263, -4.945], [0.236, 5.937, -1.376], [2.037, 4.881, -0.011], [1.915, 2.461, 0.433], [0.226, 0.449, 2.017], [2.187, -0.183, 1.219], [2.304, -0.404, -0.954], [2.627, -1.771, 2.014], [2.144, -2.082, 3.280], [2.482, -3.295, 3.851], [3.293, -4.186, 3.166], [3.796, -3.858, 1.915], [3.468, -2.646, 1.338], [3.459, 0.981, 1.814], [3.424, 1.306, 3.165], [4.375, 2.166, 3.679], [5.347, 2.699, 2.846], [5.367, 2.385, 1.495], [4.423, 1.517, 0.972], [1.501, -1.388, 3.805], [2.103, -3.544, 4.831], [3.532, -5.142, 3.605], [4.439, -4.543, 1.384], [3.850, -2.374, 0.362], [2.648, 0.892, 3.794], [4.354, 2.419, 4.728], [6.094, 3.365, 3.252], [6.116, 2.813, 0.846], [4.432, 1.255, -0.081], [-0.370, -4.340, -3.866], [-0.682, -3.467, -2.106], [0.734, -4.084, -0.828], [-2.494, -3.989, -1.469], [-0.668, -1.495, -2.329], [-0.431, -5.419, -3.751], [0.611, -4.094, -4.266], [-1.117, -4.025, -4.591], [0.286, -4.627, -0.002], [1.324, -3.259, -0.429], [1.411, -4.760, -1.342], [-2.522, -5.035, -1.183], [-3.211, -3.847, -2.272], [-2.824, -3.397, -0.622], [-1.601, -1.243, -2.852], [0.146, -1.251, -3.032], [-4.142, 0.836, -0.069], [-3.703, -0.231, 0.591], [-2.477, -0.711, 0.526], [-2.338, -1.813, 1.367], [-1.184, -2.571, 1.550], [-1.202, -3.621, 2.449], [-2.355, -3.938, 3.160], [-3.516, -3.213, 2.974], [-3.495, -2.155, 2.086], [-4.801, -1.080, 1.662], [-3.560, 1.292, -0.778], [-5.115, 1.082, -0.004], [-0.273, -2.327, 1.006], [-0.306, -4.198, 2.609], [-2.356, -4.754, 3.866], [-4.422, -3.449, 3.507]]
}

{
  "formula": "C3H4BrCl",
  "method": "ωB97M-V/def2-TZVPD",
  "total_charge": 0,
  "e_above_lowest_ev": 2.662,
  "homo_energy_ha": -0.3663,
  "gap_ev": 10.019,
  "lumo_energy_ha": 0.0019,
  "elements": ["C", "C", "C", "Cl", "Br", "H", "H", "H", "H"],
  "coordinates": [[-0.052, 0.715, -0.849], [-0.427, -0.256, 0.010], [-1.760, -0.691, 0.453], [-2.152, -2.244, -0.295], [-3.137, 0.597, 0.082], [1.014, 0.634, -1.131], [-0.827, 1.362, -1.272], [0.380, -0.934, 0.609], [-2.037, -0.893, 2.032]]
}

What did we get for calculated total energy? Answer: -59931.3725, -8772.8378, -264603.6245, -85737.5324 eV, in the order shown.